# 1
C5H12NO | ωB97M-V/def2-TZVPD

```
! wB97M-V def2-TZVPD RIJCOSX def2/J DEFGRID3
* xyz -1 1
C -0.50437 -1.90437 1.75130
C -0.96477 -0.90738 0.68649
C 0.11068 0.17478 0.48868
C 1.22734 -0.27828 -0.49305
O 2.05822 0.71121 -0.85916
N -0.49735 1.40900 -0.03633
C -1.14738 1.27482 -1.33082
H -1.24943 -2.70834 1.88059
H 0.38972 -2.41898 1.40470
H -0.47804 -1.38704 2.71085
H -1.03343 -1.44781 -0.26103
H -1.88085 -0.39998 1.01641
H 0.50791 0.49629 1.45596
H 1.73544 -1.11561 0.03521
H 0.66210 -0.69082 -1.36938
H 0.30864 2.03201 -0.14336
H -1.54129 2.25093 -1.60214
H -1.98664 0.58674 -1.23748
H -0.45597 0.98448 -2.13138
*
```

Its structure (SMILES) is CC[C@@H](C[O-])NC. Its gap between HOMO and LUMO is 6.466 eV. For the HOMO energy, the calculation gives -2.4 eV. The relative energy (zero: lowest compared OMol25 entry of this formula, charge and spin) is 0.558 eV. The energy comes out at -8916.5060 eV.

How is the electron density shared among the atoms? According to Mulliken, the charges in e are: C -1.34; C -0.60; C 0.12; C -0.54; O -0.90; N -0.54; C -0.84; H 0.36; H 0.34; H 0.34; H 0.28; H 0.38; H 0.32; H 0.25; H 0.19; H 0.32; H 0.35; H 0.26; H 0.28


# 2
C24H32BLiN5 | ωB97M-V/def2-TZVPD

```
! wB97M-V def2-TZVPD RIJCOSX def2/J DEFGRID3
* xyz -1 1
Li -0.16234 -1.91384 -0.18646
B 2.25187 -4.03126 0.56145
N 1.40284 -3.31787 1.66347
C 1.78366 -3.03351 2.91390
C 0.70103 -2.51500 3.60397
C -0.32781 -2.53011 2.65937
N 0.09510 -3.02136 1.49719
N 2.28627 -3.15770 -0.73467
C 3.37218 -2.74547 -1.39831
C 2.97072 -2.10336 -2.55749
C 1.57702 -2.18471 -2.51171
N 1.16955 -2.82658 -1.41956
H 1.80010 -5.12283 0.32213
H 3.38979 -4.07731 0.97756
H 2.80058 -3.21748 3.21861
H 0.66743 -2.17559 4.62463
H -1.34753 -2.19009 2.75370
H 4.35183 -2.93621 -0.99251
H 3.58988 -1.64549 -3.30916
H 0.84621 -1.79233 -3.20183
C -4.42725 3.10160 -1.42581
C -3.88003 1.69993 -1.31584
C -4.66649 0.61357 -1.67616
C -4.13103 -0.67508 -1.56356
C -4.96192 -1.87387 -1.94785
C -2.84653 -0.84728 -1.10223
C -1.99273 0.23100 -0.71722
C -2.58442 1.51913 -0.85087
N -0.76027 -0.09082 -0.28506
C 0.20849 0.90444 0.13723
C -0.21906 1.70549 1.38407
C 0.89969 2.64586 1.84584
C 2.13173 1.82628 2.23541
C 2.60461 1.02268 1.02260
C 2.98818 1.98420 -0.10378
C 1.76012 2.80452 -0.50424
C 1.26481 3.60276 0.70621
C 0.64869 1.86544 -0.98596
C 1.47203 0.11469 0.54665
H -5.45097 3.09782 -1.80286
H -3.82177 3.71051 -2.10178
H -4.42796 3.60308 -0.45482
H -5.67852 0.75751 -2.03917
H -5.95147 -1.56892 -2.29196
H -5.09620 -2.55371 -1.10354
H -4.49035 -2.44583 -2.75007
H -2.46221 -1.86334 -1.02747
H -2.02663 2.40637 -0.58824
H -0.46352 0.98488 2.17226
H -1.12563 2.28046 1.19143
H 0.55654 3.22336 2.71154
H 1.88046 1.14717 3.05666
H 2.93368 2.48629 2.58768
H 3.46909 0.40946 1.29770
H 3.35373 1.41882 -0.96720
H 3.79918 2.64590 0.22374
H 2.02945 3.49497 -1.31135
H 0.39009 4.20032 0.42629
H 2.04177 4.30192 1.03788
H 1.00002 1.25470 -1.82491
H -0.19347 2.45226 -1.35504
H 1.20020 -0.58617 1.34406
H 1.80748 -0.47424 -0.31453
*
```

Its gap between HOMO and LUMO is 6.188 eV. For the HOMO energy, the calculation gives -3.3 eV. The energy comes out at -33744.9720 eV.

How is the electron density shared among the atoms? According to Mulliken, the charges in e are: Li 0.91; B 0.06; N 0.53; C -0.20; C -1.01; C -0.18; N -0.87; N 0.53; C -0.19; C -1.03; C -0.18; N -0.87; H -0.17; H -0.22; H 0.46; H 0.41; H 0.51; H 0.46; H 0.41; H 0.51; C -1.71; C -0.02; C -0.93; C 0.54; C -1.52; C -0.67; C 0.45; C -0.31; N -0.48; C 2.20; C -1.14; C 0.38; C -1.65; C 0.62; C -1.64; C 0.38; C -1.36; C -1.14; C -1.03; H 0.38; H 0.33; H 0.33; H 0.18; H 0.35; H 0.31; H 0.30; H 0.37; H 0.67; H 0.40; H 0.45; H 0.29; H 0.46; H 0.55; H 0.41; H 0.46; H 0.55; H 0.29; H 0.52; H 0.55; H 0.40; H 0.45; H -0.42; H -0.42


# 3
C13H36AgN6O5P2 | ωB97M-V/def2-TZVPD

```
! wB97M-V def2-TZVPD RIJCOSX def2/J DEFGRID3
* xyz -1 1
Ag -0.12943 -1.45425 -2.54867
C -1.72644 0.66102 -2.77048
O -1.73224 0.21490 -1.59799
O -0.67489 0.35924 -3.51033
O -2.57845 1.43473 -3.19726
O 1.69445 2.18685 0.92927
P 0.72104 3.18956 0.50097
N 1.39378 4.10440 -0.73827
C 1.00974 5.39559 -1.12796
C 1.92119 3.31228 -1.88481
N 0.65973 4.24343 1.77495
C 1.91897 4.82483 2.18329
C -0.49823 4.82212 2.37828
N -0.82427 2.77264 0.19881
C -1.63108 3.46663 -0.79029
C -1.51001 1.77176 1.03764
H 0.30825 5.37471 -1.99891
H 1.83422 5.99053 -1.50024
H 0.51159 5.95374 -0.30666
H 2.27826 2.36994 -1.51261
H 2.81247 3.80539 -2.32255
H 1.15747 3.06851 -2.60268
H 1.81777 5.95578 2.02022
H 2.15581 4.69548 3.25033
H 2.83442 4.56931 1.56245
H -0.50556 5.92300 2.34989
H -1.46252 4.49542 1.97571
H -0.61057 4.60839 3.50849
H -1.22736 3.48661 -1.84023
H -2.49384 2.82799 -0.90807
H -1.85089 4.47171 -0.42899
H -1.98342 1.08977 0.32139
H -2.27717 2.18600 1.64110
H -0.77775 1.20960 1.60450
O 0.66827 -3.56485 -1.77260
P 0.18671 -3.78674 -0.39747
N -1.40111 -4.17921 -0.16581
C -2.36606 -3.25248 -0.70027
C -1.85554 -5.56724 -0.41865
N 0.43722 -2.39875 0.45050
C 1.51584 -1.47688 0.02765
C -0.43664 -1.88437 1.47834
N 0.98178 -5.12265 0.19941
C 0.90628 -5.47994 1.62537
C 1.95625 -5.85278 -0.62563
H -3.37051 -3.47203 -0.22880
H -2.31152 -3.29557 -1.77420
H -2.15040 -2.19638 -0.50683
H -2.33550 -5.57905 -1.38084
H -2.57713 -5.75512 0.35907
H -1.04757 -6.26148 -0.33077
H 1.06950 -0.55029 -0.35651
H 2.16660 -1.27238 0.83245
H 1.98836 -2.02861 -0.80835
H -0.70051 -0.88416 1.30046
H -1.27967 -2.50508 1.66372
H 0.16716 -1.95431 2.40645
H 0.09479 -4.99008 2.13223
H 0.64200 -6.54288 1.54116
H 1.82944 -5.35333 2.22601
H 2.02496 -5.42023 -1.60034
H 1.73134 -6.89181 -0.66319
H 2.93061 -5.86888 -0.16282
*
```

Its gap between HOMO and LUMO is 5.442 eV. For the HOMO energy, the calculation gives -3.0 eV. The energy comes out at -55823.2951 eV.

How is the electron density shared among the atoms? According to Mulliken, the charges in e are: Ag 0.27; C 1.09; O -0.76; O -0.87; O -0.79; O -0.93; P 0.08; N 0.36; C -0.95; C -1.04; N 0.32; C -1.18; C -0.98; N 1.04; C -1.25; C -1.19; H 0.33; H 0.32; H 0.23; H 0.26; H 0.32; H 0.39; H 0.35; H 0.34; H 0.26; H 0.33; H 0.23; H 0.28; H 0.17; H 0.55; H 0.27; H 0.32; H 0.28; H 0.37; O -1.08; P 0.60; N 0.31; C -0.92; C -1.10; N 0.69; C -1.41; C -1.11; N 0.20; C -1.08; C -1.02; H 0.32; H 0.43; H 0.20; H 0.31; H 0.33; H 0.39; H 0.44; H 0.40; H 0.41; H 0.07; H 0.51; H 0.39; H 0.27; H 0.43; H 0.25; H 0.30; H 0.32; H 0.32


# 4
C42H61F27GaINO24P2 | ωB97M-V/def2-TZVPD

```
! wB97M-V def2-TZVPD RIJCOSX def2/J DEFGRID3
* xyz -1 1
C -4.14934 -6.08091 -0.68336
C -4.45027 -5.73268 -2.29123
O -5.66087 -4.89400 -2.29534
C -5.78944 -4.10250 -3.52869
C -5.14032 -2.56643 -3.39775
O -4.04267 -2.54178 -2.41906
Ga -3.77347 -0.81742 -1.67100
C -2.40050 -1.04631 -0.12284
C -1.29413 -2.25795 -0.44475
O -1.66840 -3.55218 -0.58829
I 0.88653 -1.88119 -0.61822
P -5.82340 0.10090 -1.02393
N -5.96830 -0.24863 0.74360
O -5.83605 1.84810 -1.31181
P -2.77424 0.54569 -3.28647
O -3.02681 -0.19518 -4.86989
O -1.05582 0.72228 -2.94659
H -5.21419 -6.38372 -0.24041
H -3.37362 -6.95167 -0.54460
H -3.84132 -5.09982 -0.09034
H -3.52418 -5.13894 -2.75170
H -4.54203 -6.73842 -2.88218
H -6.95784 -3.91251 -3.68341
H -5.42686 -4.65182 -4.49961
H -4.65440 -2.36070 -4.46408
H -5.99804 -1.79235 -3.20302
H -2.98430 -1.40631 0.83435
H -1.82524 -0.03268 0.01773
H -5.77224 -1.29116 0.82712
H -5.21296 0.30525 1.21975
H -6.75353 1.99097 -1.72804
H -2.09720 -0.27194 -5.23881
H -0.84903 0.14931 -2.14711
C 7.12824 -5.54192 0.84852
C 5.71085 -5.44709 1.38229
O 5.42052 -4.10646 1.80561
C 5.04111 -3.23141 0.82015
O 4.94508 -3.53587 -0.36520
C 4.71777 -1.86115 1.41438
F 5.63958 -1.45350 2.33421
F 3.51341 -1.85101 2.05449
F 4.65856 -0.87377 0.47655
H 7.84407 -5.17094 1.58885
H 7.37910 -6.57707 0.59942
H 7.25291 -4.92915 -0.04977
H 5.60877 -6.08814 2.26454
H 4.97702 -5.79443 0.64605
C 1.09324 2.89860 3.86499
C -0.11162 3.18015 2.98637
O -1.07862 2.12575 3.10432
C -1.92482 2.20083 4.18094
O -1.88919 3.09832 5.01773
C -2.92792 1.04824 4.15665
F -2.34762 -0.15084 3.86090
F -3.90405 1.23749 3.22300
F -3.56864 0.87381 5.34703
H 1.51480 1.91462 3.63656
H 1.86559 3.65898 3.71727
H 0.81519 2.88788 4.92353
H 0.20017 3.20955 1.93677
H -0.56108 4.15314 3.21545
C 6.43076 3.09961 1.53942
C 6.46959 4.57215 1.17470
O 5.26367 5.22743 1.59556
C 5.21636 5.61840 2.90921
O 6.12831 5.43596 3.71049
C 3.90356 6.34166 3.20705
F 2.81917 5.70995 2.67129
F 3.89078 7.60928 2.70375
F 3.65044 6.45941 4.54123
H 5.53156 2.62589 1.13302
H 7.31204 2.58154 1.15022
H 6.39956 2.96314 2.62494
H 6.52540 4.67778 0.08591
H 7.35303 5.06918 1.59147
C 9.28981 4.25144 -3.96801
C 7.89971 3.77506 -4.34696
O 7.79146 2.35335 -4.18032
C 7.52740 1.91331 -2.90854
O 7.38698 2.65765 -1.94250
C 7.39107 0.39144 -2.88458
F 8.36256 -0.23732 -3.60768
F 6.20132 -0.02513 -3.40546
F 7.45947 -0.13031 -1.62718
H 10.05154 3.70333 -4.53145
H 9.40016 5.32098 -4.16910
H 9.49095 4.07563 -2.90660
H 7.71714 3.98576 -5.40620
H 7.12328 4.29789 -3.77684
C -1.52242 -2.91642 5.64943
C -0.29506 -2.32825 4.97818
O 0.90120 -2.78007 5.63054
C 1.36420 -4.01483 5.25401
O 0.81679 -4.72389 4.41462
C 2.66271 -4.34783 5.98765
F 2.61114 -4.04407 7.31696
F 3.72754 -3.66103 5.48290
F 2.99262 -5.66838 5.91500
H -1.51889 -2.69402 6.72118
H -2.43685 -2.51213 5.20571
H -1.54152 -4.00629 5.55052
H -0.31508 -1.23707 5.07116
H -0.26982 -2.55909 3.90706
C -11.42362 -2.67520 -4.31181
C -11.15767 -2.02305 -2.96761
O -9.92497 -1.28806 -2.99927
C -9.98923 -0.02471 -3.52899
O -11.01900 0.48360 -3.96278
C -8.62385 0.65775 -3.45666
F -7.60248 -0.16250 -3.83877
F -8.32418 1.07254 -2.19235
F -8.53730 1.76267 -4.25015
H -10.57316 -3.29431 -4.61437
H -12.32018 -3.30030 -4.26762
H -11.56383 -1.92267 -5.09410
H -11.04636 -2.79755 -2.20113
H -11.99014 -1.38121 -2.65738
C 2.93986 7.64765 7.88887
C 3.60027 6.31940 8.20910
O 2.98844 5.71690 9.35950
C 1.83245 5.01553 9.13024
O 1.31769 4.88827 8.02308
C 1.31786 4.39046 10.42630
F 1.36327 5.25271 11.48292
F 2.04910 3.29985 10.79532
F 0.02445 3.96937 10.33837
H 2.95274 8.30493 8.76405
H 3.45482 8.14618 7.06255
H 1.89052 7.50901 7.61028
H 4.65347 6.48578 8.45972
H 3.57794 5.63884 7.35030
C 5.62447 8.93098 -8.53346
C 5.36133 7.46959 -8.22036
O 6.54286 6.68565 -8.44437
C 7.46110 6.67371 -7.42581
O 7.32009 7.28477 -6.37049
C 8.63997 5.76675 -7.77646
F 9.08130 5.94492 -9.05532
F 8.32085 4.44525 -7.66624
F 9.72281 5.96503 -6.97267
H 6.01616 9.04258 -9.54946
H 4.70603 9.51777 -8.44035
H 6.37421 9.35052 -7.85536
H 4.59093 7.08377 -8.89662
H 4.98845 7.33538 -7.19852
C -7.25993 -10.63403 -1.59209
C -7.62352 -9.29437 -0.97887
O -8.02111 -8.36497 -1.99814
C -9.32261 -8.45381 -2.42121
O -10.13081 -9.26659 -1.98168
C -9.62155 -7.38039 -3.46699
F -8.63443 -7.26445 -4.40195
F -9.76099 -6.14424 -2.90768
F -10.77144 -7.61648 -4.15978
H -6.49688 -10.50846 -2.36676
H -6.88108 -11.31893 -0.82796
H -8.12807 -11.09626 -2.07232
H -6.74392 -8.86752 -0.48509
H -8.40269 -9.39704 -0.21496
*
```

Its gap between HOMO and LUMO is 4.929 eV. For the HOMO energy, the calculation gives -3.7 eV. The energy comes out at -247599.8079 eV.

Mulliken population analysis, charges in e, atoms 1 to 99: C -0.88; C -0.08; O -0.30; C -0.33; C 0.32; O -0.16; Ga -0.14; C -0.11; C -0.09; O -0.44; I -0.04; P 0.22; N -0.74; O -0.59; P 0.18; O -0.46; O -0.52; H 0.20; H 0.29; H 0.18; H 0.20; H 0.27; H 0.00; H 0.30; H 0.08; H -0.22; H 0.18; H 0.27; H 0.34; H 0.25; H 0.42; H 0.24; H 0.24; C -1.10; C -0.21; O -0.25; C 0.34; O -0.52; C 0.85; F -0.26; F -0.23; F -0.21; H 0.29; H 0.37; H 0.30; H 0.33; H 0.31; C -0.67; C -0.29; O -0.13; C 0.25; O -0.54; C 0.87; F -0.19; F -0.24; F -0.27; H 0.28; H 0.02; H 0.29; H 0.33; H 0.30; C -1.10; C -0.13; O -0.32; C 0.32; O -0.54; C 0.92; F -0.23; F -0.27; F -0.21; H 0.29; H 0.34; H 0.40; H 0.23; H 0.32; C -1.14; C 0.06; O -0.37; C 0.32; O -0.51; C 0.93; F -0.26; F -0.25; F -0.22; H 0.30; H 0.34; H 0.36; H 0.11; H 0.29; C -1.23; C 0.12; O -0.35; C 0.38; O -0.52; C 0.82; F -0.25; F -0.23; F -0.25; H 0.33


# 5
C2H2N4O2 | ωB97M-V/def2-TZVPD

```
! wB97M-V def2-TZVPD RIJCOSX def2/J DEFGRID3
* xyz 0 1
H 0.49517 1.60784 -2.68557
N 0.83530 1.33276 -1.74496
C 0.03939 0.68173 -1.07933
N -1.13571 -0.12184 -1.20725
N -1.07551 -1.21856 -0.37379
N -0.45931 -1.48650 0.83587
C 0.31080 -0.32189 1.04401
O 0.56910 -0.19411 2.28839
O 0.43119 0.65132 0.33926
H -0.01042 -0.93075 2.58337
*
```

Its structure (SMILES) is [H]/N=c1\nnnc(O)o1. Its gap between HOMO and LUMO is 9.236 eV. For the HOMO energy, the calculation gives -9.8 eV. The relative energy (zero: lowest compared OMol25 entry of this formula, charge and spin) is 5.542 eV. The energy comes out at -12157.2057 eV.

How is the electron density shared among the atoms? According to Mulliken, the charges in e are: H 0.31; N -0.49; C 0.46; N -0.24; N -0.16; N -0.31; C 0.66; O -0.43; O -0.23; H 0.44